Entry 1:
C7H13N2 | ωB97M-V/def2-TZVPD

energy above the lowest of the compared OMol25 structures with the same formula, charge and spin: 65.94 kcal/mol
structure (SMILES): Cc1[nH]ccc1[C@@H](C)[NH3+]

Geometry as ORCA input:
```
! wB97M-V def2-TZVPD RIJCOSX def2/J DEFGRID3
* xyz 1 1
C 2.202 0.894 1.163
C 1.583 0.879 -0.185
N 1.772 1.674 -1.300
C 0.785 1.520 -2.197
C -0.228 0.802 -1.672
C 0.062 0.300 -0.465
C -0.673 -0.499 0.531
C -2.136 -0.125 0.697
N -0.850 -2.063 -0.107
H 3.166 0.487 1.126
H 1.988 1.854 1.618
H 1.561 0.340 1.898
H 2.610 2.139 -1.437
H 0.720 1.969 -3.131
H -1.168 0.472 -2.258
H -0.136 -0.720 1.460
H -2.740 -0.346 -0.285
H -2.777 -0.385 1.619
H -2.198 1.015 0.673
H -1.241 -2.654 0.735
H 0.162 -2.283 -0.353
H -1.377 -2.177 -1.026
*
```

Here are the Mulliken charges for atoms 1 to 5, given in e: number 1, C, carries -1.152; number 2, C, carries -0.302; number 3, N, carries 0.050; number 4, C, carries -0.636; number 5, C, carries -0.307



Entry 2:
C19H19N5O2 | ωB97M-V/def2-TZVPD

energy above the lowest of the compared OMol25 structures with the same formula, charge and spin: 493.83 kcal/mol

Geometry as ORCA input:
```
! wB97M-V def2-TZVPD RIJCOSX def2/J DEFGRID3
* xyz 0 1
C 4.245 4.494 -1.610
H 4.708 5.284 -1.957
H 5.055 3.639 -1.223
H 3.785 3.980 -2.513
C 3.409 4.646 -0.695
C 2.694 3.555 -0.115
C 1.412 3.261 -0.648
C 1.018 1.794 -0.198
C 1.707 1.032 0.741
C 2.794 1.418 1.237
C 3.453 2.685 1.073
H 4.490 2.963 1.344
H 3.332 0.728 1.788
N 0.982 -0.118 1.200
C -0.113 -0.622 0.554
N -0.523 -1.573 1.171
N 0.431 -1.943 1.847
N 1.370 -0.962 1.931
C -0.892 0.104 -0.259
C -0.386 1.511 -0.646
H -0.728 2.019 -1.484
C -2.216 -0.079 -0.780
N -2.193 -1.654 -1.069
C -1.135 -2.035 -1.679
O 0.044 -1.625 -2.045
C -1.026 -3.763 -1.880
H -1.160 -4.157 -1.113
H 0.036 -4.000 -2.162
H -1.786 -3.926 -2.605
C -3.385 -2.450 -0.707
C -3.102 -2.836 0.858
C -3.474 -2.174 1.818
C -3.105 -2.861 3.032
C -2.406 -3.887 2.327
O -2.451 -3.843 1.053
H -1.857 -4.727 3.124
H -3.105 -2.748 3.986
H -4.350 -1.050 2.002
H -4.209 -1.883 -0.813
H -3.322 -3.265 -1.125
H -2.642 0.357 -1.826
H -3.044 0.163 -0.031
H 1.024 3.797 -1.319
H 3.884 5.268 0.210
H 2.738 5.482 -0.794
*
```

Here are the Mulliken charges for atoms 1 to 5, given in e: number 1, C, carries -1.094; number 2, H, carries 0.494; number 3, H, carries 0.227; number 4, H, carries 0.251; number 5, C, carries -0.772



Entry 3:
C35H57N14O2P2 | ωB97M-V/def2-TZVPD

Geometry as ORCA input:
```
! wB97M-V def2-TZVPD RIJCOSX def2/J DEFGRID3
* xyz 1 1
C 4.259 -3.032 0.178
C 2.800 -3.331 -0.089
N 2.503 -4.147 -1.004
C 1.812 -2.599 0.850
C 1.250 -1.349 0.201
C 2.039 -0.214 0.308
C 1.533 0.939 -0.253
P 2.435 2.554 -0.195
C 3.135 2.583 1.525
C 3.918 2.243 -1.258
C 0.276 0.756 -0.852
P -0.488 2.263 -1.606
O 0.348 2.836 -2.695
N -0.431 -0.329 -0.965
N 0.078 -1.419 -0.416
C -0.742 -2.654 -0.544
C -2.179 -2.314 -0.982
C -2.985 -1.640 0.153
C -3.793 -0.463 -0.385
O -4.658 0.109 0.577
H 4.396 -3.137 1.267
H 4.922 -3.682 -0.379
H 4.430 -1.968 -0.025
H 1.492 -4.277 -1.035
H 2.422 -2.242 1.685
H 1.051 -3.240 1.290
H 2.984 -0.215 0.831
H 2.315 2.571 2.241
H 3.736 3.485 1.634
H 3.815 1.737 1.664
H 4.469 1.365 -0.902
H 3.554 1.967 -2.247
H 4.574 3.107 -1.295
H -0.564 3.196 -0.544
H -1.832 2.006 -1.959
H -0.357 -3.319 -1.318
H -0.858 -3.146 0.413
H -2.631 -3.294 -1.160
H -2.216 -1.789 -1.935
H -3.666 -2.390 0.562
H -2.327 -1.329 0.969
H -3.074 0.300 -0.718
H -4.377 -0.780 -1.251
H -4.322 -0.057 1.462
C -6.797 2.235 1.602
C -7.191 2.187 3.009
N -7.483 2.150 4.121
H -5.801 2.662 1.514
H -6.788 1.229 1.189
H -7.498 2.847 1.038
C -2.472 -6.441 -0.272
C -1.156 -5.848 -0.045
N -0.120 -5.379 0.131
H -2.510 -7.432 0.177
H -3.247 -5.818 0.175
H -2.654 -6.526 -1.342
C -0.279 -1.268 -4.812
C -0.390 -2.545 -4.104
N -0.482 -3.548 -3.548
H 0.726 -0.866 -4.692
H -0.480 -1.415 -5.871
H -0.999 -0.558 -4.408
C 5.518 -5.459 3.767
C 5.304 -4.036 4.034
N 5.133 -2.916 4.237
H 4.579 -5.925 3.476
H 6.240 -5.578 2.962
H 5.897 -5.948 4.662
C -1.112 3.911 -5.260
C -2.236 3.498 -6.102
N -3.121 3.175 -6.761
H -0.209 3.388 -5.564
H -0.951 4.983 -5.356
H -1.319 3.678 -4.221
C -6.150 -3.414 3.170
C -5.559 -4.104 2.023
N -5.100 -4.645 1.119
H -5.537 -3.578 4.054
H -6.209 -2.347 2.967
H -7.151 -3.798 3.354
C 1.223 -0.347 4.318
C 0.151 -0.890 3.480
N -0.704 -1.312 2.834
H 2.179 -0.781 4.026
H 1.268 0.736 4.206
H 1.029 -0.587 5.362
C 4.220 1.513 -5.504
C 5.088 2.243 -4.578
N 5.767 2.826 -3.855
H 3.960 0.545 -5.079
H 3.310 2.084 -5.684
H 4.737 1.360 -6.449
C 1.669 5.854 3.539
C 1.502 4.522 4.120
N 1.376 3.469 4.566
H 2.687 6.202 3.701
H 1.470 5.817 2.469
H 0.976 6.550 4.007
C 4.743 5.747 -6.441
C 3.589 5.350 -7.248
N 2.679 5.039 -7.879
H 5.642 5.263 -6.818
H 4.876 6.825 -6.482
H 4.584 5.445 -5.407
C -5.592 2.474 6.952
C -4.209 2.176 7.328
N -3.120 1.941 7.616
H -6.254 2.294 7.797
H -5.677 3.515 6.649
H -5.893 1.840 6.122
*
```

Here are the Mulliken charges for atoms 1 to 5, given in e: number 1, C, carries -1.062; number 2, C, carries 0.785; number 3, N, carries -0.870; number 4, C, carries -0.957; number 5, C, carries 0.310



Entry 4:
C31H61IN9O9P | ωB97M-V/def2-TZVPD

Geometry as ORCA input:
```
! wB97M-V def2-TZVPD RIJCOSX def2/J DEFGRID3
* xyz 0 1
C -1.749 3.731 4.070
C -2.442 4.958 3.469
O -3.463 4.610 2.518
P -2.952 4.511 1.012
O -1.955 5.523 0.623
C -2.304 2.864 0.611
C -3.381 1.758 0.420
C -2.940 0.586 -0.466
C -2.097 -0.535 0.187
I -0.108 0.260 0.556
C -1.886 -1.539 -0.865
N -1.872 -2.393 -1.642
C -2.732 -1.241 1.417
C -2.532 -0.468 2.663
N -2.249 0.329 3.452
C -2.211 -2.674 1.713
C -0.761 -2.815 2.233
C 0.226 -3.457 1.211
C 1.661 -3.035 1.568
N 2.591 -3.451 0.499
C 2.630 -2.497 -0.582
N 2.239 -2.803 -1.739
N 3.164 -1.231 -0.334
C -4.290 -1.354 1.271
C -4.761 -2.312 0.170
O -6.196 -2.465 0.190
C -6.851 -1.339 -0.224
O -7.394 -1.257 -1.280
O -4.302 4.700 0.133
C -4.016 5.150 -1.210
C -5.308 5.030 -2.045
H -1.364 3.981 5.057
H -0.901 3.438 3.450
H -2.463 2.916 4.157
H -1.722 5.677 3.087
H -2.963 5.452 4.290
H -1.693 2.567 1.467
H -1.610 2.917 -0.226
H -3.765 1.483 1.402
H -4.221 2.232 -0.097
H -3.790 0.126 -0.974
H -2.327 1.009 -1.264
H -2.345 -3.356 0.877
H -2.857 -3.055 2.507
H -0.326 -1.898 2.628
H -0.798 -3.510 3.075
H 0.162 -4.534 1.353
H -0.042 -3.145 0.202
H 1.942 -3.571 2.474
H 1.673 -1.962 1.789
H 3.519 -3.426 0.927
H 1.931 -3.770 -1.744
H 2.997 -0.931 0.618
H 2.728 -0.556 -0.950
H -4.765 -0.381 1.202
H -4.621 -1.786 2.219
H -4.482 -1.908 -0.806
H -4.374 -3.316 0.276
H -6.892 -0.511 0.503
H -3.729 6.196 -1.202
H -3.219 4.536 -1.628
H -6.126 4.689 -1.414
H -5.570 6.012 -2.432
H -5.147 4.362 -2.888
C 6.593 -5.078 3.456
C 5.203 -4.955 2.884
O 4.583 -3.900 2.908
N 4.649 -6.060 2.328
C 5.221 -7.389 2.204
H 6.893 -4.115 3.858
H 6.611 -5.814 4.261
H 7.301 -5.368 2.679
H 3.722 -5.904 1.961
H 5.275 -7.661 1.149
H 4.583 -8.107 2.719
H 6.217 -7.431 2.631
C 0.198 5.766 -1.356
C 1.005 4.874 -0.456
O 0.811 3.668 -0.381
N 1.984 5.444 0.292
C 2.381 6.839 0.349
H -0.535 5.162 -1.881
H -0.329 6.518 -0.770
H 0.847 6.247 -2.090
H 2.479 4.783 0.869
H 3.427 6.928 0.052
H 2.273 7.204 1.372
H 1.773 7.447 -0.311
C -0.548 -4.344 -3.724
C -0.031 -5.492 -4.554
O 1.158 -5.752 -4.644
N -0.950 -6.252 -5.214
C -2.393 -6.103 -5.229
H 0.292 -3.833 -3.263
H -1.085 -3.630 -4.349
H -1.207 -4.709 -2.937
H -0.541 -7.002 -5.749
H -2.857 -7.014 -4.846
H -2.731 -5.942 -6.254
H -2.707 -5.264 -4.618
C 6.090 3.943 -3.108
C 4.850 4.283 -2.318
O 3.991 5.035 -2.750
N 4.714 3.720 -1.088
C 5.619 2.814 -0.405
H 6.052 4.465 -4.059
H 6.985 4.259 -2.571
H 6.137 2.870 -3.301
H 3.862 3.990 -0.622
H 5.100 1.878 -0.189
H 5.938 3.261 0.538
H 6.494 2.600 -1.008
*
```

Here are the Mulliken charges for atoms 1 to 5, given in e: number 1, C, carries -0.964; number 2, C, carries -0.291; number 3, O, carries -0.502; number 4, P, carries 0.903; number 5, O, carries -0.674



no.,energy (a.u.),gap between HOMO and LUMO (eV),LUMO energy (eV)
1,-383.71210,8.134,-3.25
2,-1158.96060,7.208,-0.55
3,-2967.26044,7.311,-4.34
4,-3026.92340,8.826,-0.29